{
  "formula": "C44H120N8O14",
  "method": "ωB97M-V with the def2-TZVPD basis set",
  "elements": ["C", "O", "C", "C", "C", "N", "H", "H", "H", "H", "H", "H", "H", "H", "H", "H", "H", "C", "O", "C", "C", "C", "N", "H", "H", "H", "H", "H", "H", "H", "H", "H", "H", "H", "C", "O", "C", "C", "C", "N", "H", "H", "H", "H", "H", "H", "H", "H", "H", "H", "H", "C", "O", "C", "C", "C", "N", "H", "H", "H", "H", "H", "H", "H", "H", "H", "H", "H", "C", "O", "C", "C", "C", "N", "H", "H", "H", "H", "H", "H", "H", "H", "H", "H", "H", "C", "O", "C", "C", "C", "N", "H", "H", "H", "H", "H", "H", "H", "H", "H", "H", "H", "C", "O", "C", "C", "N", "C", "C", "O", "C", "H", "H", "H", "H", "H", "H", "H", "H", "H", "H", "H", "H", "H", "H", "H", "C", "O", "C", "C", "N", "C", "C", "O", "C", "H", "H", "H", "H", "H", "H", "H", "H", "H", "H", "H", "H", "H", "H", "H", "C", "C", "O", "H", "H", "H", "H", "H", "H", "C", "C", "O", "H", "H", "H", "H", "H", "H", "C", "C", "O", "H", "H", "H", "H", "H", "H", "C", "C", "O", "H", "H", "H", "H", "H", "H"],
  "coordinates": [[-2.193, -1.680, -4.123], [-2.006, -3.070, -4.594], [-1.693, -4.023, -3.568], [-1.477, -5.445, -4.150], [-1.289, -6.503, -3.112], [-0.303, -5.434, -5.063], [-3.101, -1.620, -3.523], [-2.315, -0.938, -4.912], [-1.473, -1.354, -3.372], [-0.736, -3.633, -3.222], [-2.402, -3.931, -2.745], [-2.398, -5.762, -4.639], [-1.326, -7.505, -3.541], [-2.080, -6.339, -2.381], [-0.360, -6.441, -2.546], [-0.391, -4.509, -5.458], [0.474, -5.350, -4.424], [-0.020, 8.674, -2.558], [0.815, 7.717, -1.896], [0.237, 6.390, -1.661], [1.396, 5.432, -1.628], [0.790, 4.033, -1.464], [2.347, 5.642, -0.550], [0.611, 9.529, -2.797], [-0.845, 8.983, -1.916], [-0.476, 8.335, -3.488], [-0.396, 6.323, -0.776], [-0.417, 6.026, -2.454], [1.987, 5.526, -2.539], [0.252, 3.923, -0.522], [1.596, 3.309, -1.340], [0.115, 3.733, -2.266], [3.247, 5.226, -0.743], [2.642, 6.602, -0.656], [-2.223, 4.071, 1.665], [-1.944, 2.941, 0.806], [-2.750, 2.895, -0.376], [-2.295, 1.735, -1.265], [-3.228, 1.498, -2.450], [-2.256, 0.486, -0.540], [-3.242, 3.997, 2.045], [-2.128, 4.954, 1.033], [-1.479, 4.126, 2.461], [-3.785, 2.752, -0.066], [-2.700, 3.759, -1.038], [-1.265, 1.870, -1.597], [-2.978, 0.612, -3.033], [-3.220, 2.337, -3.145], [-4.247, 1.349, -2.092], [-3.190, 0.131, -0.393], [-2.075, 0.843, 0.388], [-4.271, -3.254, 3.535], [-4.644, -3.033, 2.161], [-4.504, -1.677, 1.768], [-4.958, -1.551, 0.303], [-4.157, -2.497, -0.673], [-4.958, -0.187, -0.152], [-5.016, -2.966, 4.277], [-3.335, -2.784, 3.839], [-4.099, -4.320, 3.686], [-5.052, -0.956, 2.374], [-3.473, -1.340, 1.878], [-6.011, -1.784, 0.149], [-4.573, -2.308, -1.662], [-4.352, -3.561, -0.545], [-3.086, -2.292, -0.673], [-5.801, 0.273, 0.161], [-5.199, -0.278, -1.129], [-0.384, 3.141, 5.882], [0.302, 3.249, 4.629], [1.732, 2.982, 4.644], [2.211, 3.001, 3.185], [3.659, 2.595, 2.929], [2.180, 4.383, 2.641], [0.085, 3.821, 6.593], [-0.342, 2.097, 6.193], [-1.421, 3.423, 5.703], [2.214, 3.747, 5.253], [1.945, 2.040, 5.150], [1.524, 2.408, 2.581], [3.829, 1.615, 3.374], [4.334, 3.249, 3.482], [4.009, 2.738, 1.906], [2.148, 4.528, 1.642], [1.380, 4.878, 3.008], [6.548, -3.640, 0.697], [6.287, -2.201, 0.689], [6.777, -1.513, -0.465], [6.398, -0.009, -0.429], [4.908, 0.250, -0.504], [6.913, 0.768, -1.579], [7.621, -3.827, 0.747], [6.181, -4.064, -0.238], [6.076, -4.064, 1.583], [7.848, -1.573, -0.663], [6.332, -1.994, -1.336], [6.805, 0.523, 0.431], [4.621, -0.109, 0.484], [4.456, -0.227, -1.374], [4.560, 1.282, -0.551], [7.905, 0.581, -1.611], [6.581, 0.349, -2.435], [3.025, 3.841, -5.716], [3.439, 2.499, -5.394], [2.889, 1.975, -4.252], [3.114, 0.460, -4.268], [2.397, -0.304, -5.293], [0.963, -0.310, -5.146], [0.368, -1.069, -6.330], [0.647, -0.374, -7.515], [-0.136, -0.797, -8.598], [1.938, 3.915, -5.726], [3.420, 4.045, -6.711], [3.356, 4.522, -4.932], [1.822, 2.190, -4.181], [3.465, 2.468, -3.469], [2.939, -0.021, -3.305], [4.173, 0.247, -4.417], [2.551, 0.181, -6.165], [0.500, 0.676, -5.153], [0.629, -0.777, -4.220], [-0.709, -1.184, -6.211], [0.761, -2.085, -6.379], [0.473, -0.435, -9.426], [-1.172, -0.457, -8.575], [-0.199, -1.881, -8.689], [-5.519, -0.829, 10.078], [-6.303, -1.182, 8.913], [-5.489, -1.313, 7.732], [-4.967, 0.008, 7.207], [-4.368, -0.135, 5.934], [-4.042, 1.251, 5.538], [-3.197, 1.143, 4.289], [-1.896, 0.535, 4.599], [-1.079, 0.321, 3.425], [-4.575, -1.374, 10.105], [-6.140, -1.017, 10.953], [-5.280, 0.229, 9.963], [-6.009, -1.780, 6.896], [-4.626, -1.932, 7.977], [-4.332, 0.500, 7.944], [-5.834, 0.660, 7.101], [-3.507, -0.653, 6.032], [-3.521, 1.836, 6.296], [-4.989, 1.708, 5.251], [-3.020, 2.135, 3.873], [-3.703, 0.560, 3.520], [-0.886, 1.210, 2.825], [-1.468, -0.446, 2.756], [-0.127, -0.062, 3.791], [1.098, 0.584, 0.349], [1.005, -0.098, -0.984], [-0.137, -0.936, -1.104], [1.711, 1.485, 0.308], [1.504, -0.163, 1.031], [0.106, 0.903, 0.666], [1.928, -0.670, -1.081], [1.014, 0.685, -1.742], [-0.893, -0.390, -0.876], [3.450, -3.525, -2.085], [2.146, -4.295, -2.200], [2.076, -4.800, -3.484], [3.840, -3.459, -1.070], [3.420, -2.535, -2.540], [4.225, -4.008, -2.681], [1.316, -3.606, -2.042], [2.162, -5.153, -1.529], [2.519, -4.202, -4.090], [-1.166, -4.880, 0.212], [-0.999, -3.936, 1.447], [-0.060, -2.925, 1.122], [-0.337, -5.586, 0.158], [-1.179, -4.258, -0.684], [-2.111, -5.422, 0.177], [-0.474, -4.420, 2.272], [-1.924, -3.501, 1.826], [-0.339, -2.341, 0.413], [2.325, -2.260, 3.588], [3.291, -1.968, 2.423], [4.508, -2.475, 2.645], [2.578, -1.601, 4.419], [2.436, -3.284, 3.946], [1.293, -2.135, 3.262], [3.278, -0.905, 2.183], [2.938, -2.511, 1.546], [5.135, -2.236, 1.959]],
  "atomic_forces_ev_per_a": [[-0.557, -1.671, 0.950], [-0.651, 1.554, -0.497], [0.795, 0.844, -0.123], [0.234, 0.593, -0.441], [-0.043, 0.050, 1.184], [-1.500, 0.227, 0.354], [-0.546, -0.294, -0.122], [0.344, -0.592, -0.341], [0.820, -0.179, -0.344], [0.376, -0.476, 0.753], [-0.372, -0.340, 0.044], [-0.014, 0.383, -0.658], [-0.190, 0.109, -0.024], [-0.180, -0.563, 0.177], [0.246, 0.244, -0.132], [0.379, 0.184, -0.783], [0.480, -0.111, -0.056], [0.152, -0.238, 0.503], [-1.185, -0.844, -0.334], [0.980, 1.233, -0.469], [-0.130, -1.496, 0.092], [0.544, -0.281, 0.253], [0.168, 1.095, 0.749], [-0.045, -0.033, 0.161], [-0.016, 0.164, 0.202], [0.201, -0.479, -0.153], [0.297, 0.403, 0.516], [0.013, 0.497, -0.585], [-0.616, -0.130, -0.690], [-0.236, 0.398, 0.124], [0.075, -0.206, -0.448], [0.170, 0.010, -0.181], [-0.070, -0.951, -0.212], [-0.311, 0.726, 0.495], [0.133, -0.493, -1.301], [0.092, 0.374, -0.215], [0.283, -0.419, -0.071], [-0.473, -0.808, -0.526], [-0.040, 0.763, -0.342], [0.358, 0.225, 1.416], [-0.054, 0.069, 0.204], [-0.111, 0.366, 0.204], [-0.077, -0.337, -0.034], [-0.311, -0.066, -0.118], [0.203, 0.743, 0.453], [0.051, 0.651, -0.216], [0.327, -0.018, 0.236], [-0.114, 0.112, -0.034], [-0.009, 0.199, -0.008], [-0.440, 0.010, -0.361], [0.618, -0.546, 0.837], [0.092, -0.518, -0.127], [0.242, 0.536, 1.117], [-0.281, -0.124, -0.779], [-0.206, -2.104, 0.003], [-0.862, 0.888, 0.261], [0.076, 1.068, -0.718], [-0.374, 0.352, -0.319], [0.174, 0.422, -0.402], [-0.163, -0.097, -0.370], [-0.570, -0.217, 0.370], [0.490, -0.143, -0.244], [-0.101, -1.285, 0.875], [0.258, 0.215, -0.313], [0.096, 0.137, 0.649], [0.025, -0.007, 0.020], [-0.027, 0.232, 0.740], [0.366, 0.192, -0.595], [0.959, -0.135, -0.964], [0.396, -0.074, -0.316], [-0.899, 0.353, -0.213], [0.400, 1.443, -1.422], [0.191, -0.376, 1.572], [-0.626, 0.704, 1.289], [-0.120, -0.059, 0.344], [-0.089, 0.020, 0.402], [0.091, 0.029, 0.014], [0.247, 0.325, -0.133], [-0.097, -0.413, -0.217], [-0.076, -0.605, 0.269], [0.269, -0.451, -0.656], [-0.194, 0.284, 0.269], [-0.510, -0.555, -0.169], [0.130, -0.556, -0.279], [-0.179, 0.090, 0.066], [0.317, 1.166, -0.363], [0.919, -0.576, -0.177], [-0.813, 0.461, -0.018], [-0.426, 1.316, -1.496], [-0.209, -0.531, 1.432], [1.080, -0.919, 0.248], [0.127, 0.081, 0.037], [-0.237, -0.202, 0.078], [-0.144, 0.124, -0.258], [0.410, -0.271, 0.708], [-0.344, 0.118, -0.371], [0.040, -0.491, 0.351], [-1.290, -0.457, -0.326], [-0.130, -0.562, 0.290], [0.751, 0.249, 0.040], [0.567, 0.368, -0.206], [-0.380, -0.048, -0.314], [0.036, -1.268, 0.478], [0.005, 0.984, -2.467], [0.292, -0.607, 0.811], [0.381, -0.537, 0.087], [0.241, 0.717, 0.369], [-0.797, -0.568, -0.525], [-0.353, -0.081, 0.699], [-0.061, 0.174, 0.408], [0.916, -0.215, -0.462], [-0.236, -0.130, -0.182], [0.073, 0.253, 0.298], [0.385, 0.281, -0.147], [-0.229, 0.210, 0.194], [-0.438, -0.278, 1.047], [-0.492, 0.318, 0.252], [0.224, 0.343, -0.249], [0.377, -0.128, -0.412], [-0.035, 0.448, -0.004], [0.274, -0.252, 0.151], [-0.162, 0.140, 0.064], [0.302, -0.195, -0.008], [-0.806, 0.070, -0.525], [0.011, 0.514, 0.001], [0.230, -0.297, 0.173], [-0.623, 0.318, -1.371], [0.615, -0.435, -0.336], [0.330, 0.275, 0.710], [-1.560, -0.318, 1.407], [0.474, 1.170, -0.169], [0.507, -1.594, -1.728], [1.519, 0.189, -0.112], [-0.986, 0.417, -0.973], [-0.002, -0.216, 0.739], [-0.025, -0.300, 0.136], [0.180, 0.039, -0.094], [0.069, 0.150, 0.561], [-0.530, -0.151, 0.436], [0.147, -0.401, 0.028], [0.354, 0.057, 0.198], [-0.187, 0.146, -0.015], [0.338, -0.064, -0.161], [-0.030, 0.036, 0.250], [0.046, 0.332, 0.180], [0.143, 0.224, -0.113], [-0.092, -0.213, 0.031], [-0.198, 0.374, 0.258], [-0.419, -0.165, 0.021], [0.018, 0.123, 0.035], [-0.318, -0.167, 0.503], [0.196, 0.249, -0.225], [2.025, -0.989, -0.367], [0.283, -0.144, 0.067], [-0.095, 0.388, 0.502], [0.019, 0.028, 0.215], [-0.164, -0.382, -0.449], [-0.142, -0.045, -0.574], [-1.419, 0.540, 0.168], [0.762, 0.170, 0.179], [0.995, 0.944, 0.517], [-0.315, -0.982, -1.557], [-0.178, 0.237, 0.096], [-0.435, 0.287, 0.237], [0.068, -0.522, 0.113], [-0.275, -0.198, 0.575], [-0.364, 0.191, 0.196], [-0.034, 0.098, -0.123], [-0.348, 0.586, 0.763], [0.828, -0.250, -0.942], [0.431, 0.284, 0.494], [-0.029, 0.082, -0.094], [0.224, 0.057, -0.071], [-0.017, -0.166, 0.356], [-0.472, -0.455, 0.083], [-0.294, -0.127, -0.191], [-0.231, 0.152, -0.503], [0.649, 0.242, -0.321], [-2.944, -0.339, -0.805], [2.888, -0.903, 1.997], [-0.226, 0.063, 0.135], [0.117, -0.080, -0.157], [0.033, 0.190, 0.043], [0.080, 0.346, 0.110], [-0.918, 0.285, -0.449], [-0.020, 0.392, -0.260]],
  "mulliken_charge": [-1.14, -0.50, 0.48, 0.33, -1.31, -0.87, 0.46, 0.48, 0.43, -0.22, -0.01, 0.33, 0.35, 0.36, 0.17, 0.33, 0.41, -0.79, -0.34, -0.78, 0.60, -0.66, -0.60, 0.27, 0.30, 0.32, 0.28, 0.45, 0.12, -0.17, -0.22, 0.69, 0.22, 0.29, -0.87, 0.27, -1.44, 1.98, -1.68, 0.62, 0.32, 0.34, 0.03, 0.37, 0.43, -0.58, 0.24, 0.46, 0.30, -0.52, -0.45, -0.66, -0.42, 0.41, -0.57, -1.22, -0.68, 0.27, 0.16, 0.31, 0.65, -0.74, 0.75, 0.51, 0.55, -0.01, 0.30, 0.23, -0.80, -0.11, -1.26, 2.40, -1.54, -0.80, 0.36, 0.31, 0.15, 0.44, 0.41, -1.02, 0.30, 0.47, 0.27, 0.10, 0.32, -0.90, -0.40, -0.64, 0.30, -0.53, -0.72, 0.31, 0.30, 0.35, 0.29, 0.25, 0.45, -0.24, -0.04, 0.50, 0.30, 0.23, -0.76, -0.44, -0.28, -0.02, -0.28, 0.60, -0.66, -0.36, -0.86, 0.30, 0.29, 0.29, 0.05, 0.71, -0.62, 0.32, 0.42, 0.14, -0.28, 0.33, 0.19, 0.31, 0.28, 0.34, -0.64, -0.42, -0.51, -0.66, -0.09, -1.12, 0.70, -0.53, 0.29, 0.30, 0.24, 0.25, 0.25, 0.34, 0.42, 0.34, 0.21, 0.37, 0.42, 0.06, -0.28, -0.22, -0.10, 0.17, 0.94, -0.03, 0.82, 0.43, -0.43, -1.01, 0.39, -0.32, -0.23, -0.94, 0.43, -0.60, 0.14, 0.14, 0.56, -0.30, 0.24, 0.30, -0.47, -0.22, 0.10, 0.33, -0.37, 0.49, 0.43, -0.13, -0.26, -1.21, 1.15, -0.69, 0.37, 0.41, -0.02, -0.41, -0.04, 0.69],
  "largest_force_ha_per_bohr": 0.071,
  "smiles": "COC[C@H](C)N.COC[C@H](C)N.COC[C@H](C)N.COC[C@H](C)N.COC[C@H](C)N.COC[C@H](C)N.COCCNCCOC.COCCNCCOC.CCO.CCO.CCO.CCO",
  "multiplicity": 1,
  "e_homo_ev": -8.61,
  "gap_ev": 8.875,
  "relative_energy_kj_mol": 231.40
}